Here is 2 unconnected molecules or ions with the total composition C3H10NO at a distorted geometry from the OMol25 dataset. Energies are from ωB97M-V/def2-TZVPD.

XYZ file:
```
15
Properties=species:S:1:pos:R:3:mulliken_charge:R:1
O -1.7465 1.2929 -2.5189 -0.386
N 1.1824 -1.1806 1.5461 -0.469
C 1.5654 0.1232 2.1179 -0.715
C -0.7768 -0.0428 -0.7675 -0.262
C -1.0850 0.0539 -2.1629 -0.204
H -0.2393 0.0139 -2.8813 0.351
H -1.7957 -0.7216 -2.4886 0.348
H 2.1908 -0.0484 2.9883 0.293
H 0.6424 -0.9731 0.6980 0.042
H 0.4366 -1.6405 2.0692 0.314
H -1.6796 1.8523 -1.7310 0.307
H -0.6763 0.9217 -0.2941 0.336
H 0.7029 0.7247 2.4062 0.271
H -0.8839 -1.0444 -0.3726 0.436
H 2.1627 0.6690 1.3912 0.336
```

Output
Multiplicity   1
Charge   +1
Gap between HOMO and LUMO   0.1739 Ha
ΔE to the lowest compared entry with this formula, charge and spin   5.5143 eV
Calculated total energy   -6798.796 eV
HOMO energy   -0.49963 Ha

Here is 2 unconnected molecules or ions with the total composition C3H10NO at a distorted geometry from the OMol25 dataset. Energies are from ωB97M-V/def2-TZVPD.

XYZ file:
```
15
Properties=species:S:1:pos:R:3:mulliken_charge:R:1
O -0.4834 -0.0397 0.2882 -0.386
N -3.7389 -0.0922 -0.0502 -0.574
C 1.8612 0.5321 0.2192 0.238
C 2.4126 -0.7864 -0.1208 -0.859
C 0.5366 0.9159 -0.2405 -0.400
H 0.3749 0.7712 -1.3208 0.328
H 2.4236 1.2739 0.7795 0.368
H -2.7447 -0.1998 -0.0223 0.207
H 1.8225 -1.1851 -0.9493 0.319
H -4.2120 -0.3776 -0.8844 0.199
H 0.2190 1.9018 0.0965 0.316
H -4.2148 -0.1915 0.8248 0.195
H -0.1200 -0.3737 1.1217 0.308
H 2.4030 -1.4640 0.7309 0.367
H 3.4604 -0.6850 -0.4723 0.373
```

Output
Multiplicity   1
Charge   +1
Gap between HOMO and LUMO   0.1327 Ha
ΔE to the lowest compared entry with this formula, charge and spin   3.9340 eV
Calculated total energy   -6800.377 eV
HOMO energy   -0.43468 Ha